No. 1
15
Properties=species:S:1:pos:R:3 method="wB97M-V/def2-TZVPD" spin_multiplicity=1 energy_ev=-10878.2787 homo_energy_ev=-8.7776 homo_lumo_gap_ev=9.337 e_lumo_ev=0.5591
O -2.29 -0.99 -0.22
C -1.02 -0.86 -0.01
C -0.38 -0.17 1.03
C 0.97 -0.53 0.85
O 1.16 -1.29 -0.45
C 0.19 -0.57 -1.06
C 0.05 1.01 -0.91
N -0.45 1.15 0.51
H -0.65 -0.55 2.16
H 1.50 -1.21 1.66
H 1.72 0.43 0.78
H -0.02 -0.90 -2.15
H 1.06 1.37 -1.27
H -0.57 1.66 -1.65
H -1.29 1.44 0.73

No. 2
15
Properties=species:S:1:pos:R:3 method="wB97M-V/def2-TZVPD" spin_multiplicity=1 energy_ev=-10880.3026 homo_energy_ev=-10.0758 homo_lumo_gap_ev=10.587 e_lumo_ev=0.5113
O -3.39 -1.47 0.43
C -3.32 -0.35 0.05
N -2.43 0.64 -0.50
C -3.69 1.05 -0.10
O -4.41 1.99 -0.14
H -1.49 0.62 -0.88
C 1.26 -0.64 -1.00
C 1.56 -0.44 0.29
C 2.87 0.04 0.84
H 0.33 -0.95 -1.36
H 2.10 -0.44 -1.72
H 0.90 -0.68 1.06
H 2.90 -0.05 1.97
H 3.76 -0.52 0.51
H 3.06 1.20 0.55

No. 3
15
Properties=species:S:1:pos:R:3 method="wB97M-V/def2-TZVPD" spin_multiplicity=1 energy_ev=-10880.1507 homo_energy_ev=-8.1122 homo_lumo_gap_ev=8.619 e_lumo_ev=0.5066
O -2.47 0.99 0.07
C -2.57 -0.30 0.05
C -1.43 -1.13 0.03
C -0.22 -0.53 -0.21
N -0.08 0.80 -0.10
C 1.38 1.14 -0.03
C 1.98 -0.23 0.15
O 0.81 -1.27 0.03
H -3.45 -0.93 -0.11
H -1.40 -2.20 -0.06
H -0.89 1.61 0.00
H 1.93 1.37 -1.09
H 1.39 1.89 0.98
H 2.49 -0.65 1.03
H 2.53 -0.56 -0.75

No. 4
15
Properties=species:S:1:pos:R:3 method="wB97M-V/def2-TZVPD" spin_multiplicity=3 energy_ev=-10877.0791 homo_energy_ev="-4.8762 / -8.9270" homo_lumo_gap_ev="5.762 / 8.603" e_lumo_ev="0.8856 / -0.3237"
C -0.14 2.00 -0.54
C 0.54 1.95 0.65
C -0.78 0.84 -0.95
C 0.38 -0.36 0.46
C -0.18 -2.61 0.35
N 0.71 0.71 1.18
O -1.05 0.41 -2.17
O 0.03 -1.46 1.15
H -0.30 2.95 -1.04
H 0.99 2.79 1.14
H 0.78 -3.05 0.06
H -0.75 -2.35 -0.54
H -0.74 -3.32 0.97
H 1.05 0.63 2.14
H -0.56 0.88 -2.87

No. 5
15
Properties=species:S:1:pos:R:3 method="wB97M-V/def2-TZVPD" spin_multiplicity=3 energy_ev=-10876.1512 homo_energy_ev="-6.2730 / -10.4914" homo_lumo_gap_ev="7.151 / 7.944" e_lumo_ev="0.8776 / -2.5474"
C -0.44 0.72 -1.05
C -0.36 1.23 0.35
C 0.63 0.20 -0.12
C 3.07 0.06 -0.12
C 0.55 -1.22 0.41
N 1.91 0.70 -0.45
O 3.83 -0.78 -0.40
O 2.83 1.03 0.74
H -1.23 0.04 -1.31
H -0.13 1.37 -1.84
H 0.01 2.24 0.50
H -1.10 0.92 1.07
H 0.98 -1.91 -0.31
H -0.48 -1.49 0.60
H 1.11 -1.31 1.35

No. 6
16
Properties=species:S:1:pos:R:3 method="wB97M-V/def2-TZVPD" spin_multiplicity=3 energy_ev=-21713.1253 homo_energy_ev="-5.4149 / -10.1417" homo_lumo_gap_ev="5.963 / 8.131" e_lumo_ev="0.5479 / -2.0108"
C -0.40 -0.43 -1.78
C -1.22 -2.20 1.24
C 1.68 0.61 1.99
C 1.70 1.71 1.28
C -1.35 0.11 -1.10
N 0.50 -1.01 -2.41
O -1.14 -1.38 2.05
O -1.32 -2.98 0.39
S -2.82 0.92 -1.81
H 1.64 0.51 3.08
H 1.98 -0.14 1.38
H 1.28 -0.64 -2.98
H 1.34 2.74 1.63
H 1.92 1.48 0.27
H -1.29 0.22 -0.08
H -2.51 0.48 -3.15

No. 7
16
Properties=species:S:1:pos:R:3 method="wB97M-V/def2-TZVPD" spin_multiplicity=1 energy_ev=-12929.1870 homo_energy_ev=-8.5677 homo_lumo_gap_ev=8.620 e_lumo_ev=0.0519
N 1.59 -0.57 0.95
C 1.02 -0.22 -0.30
C 0.15 -1.40 -0.74
C -1.18 -1.07 -0.15
O -2.00 -1.96 0.11
C -1.32 0.37 0.04
O -2.50 0.96 0.24
C -0.13 1.03 -0.16
O 0.10 2.36 0.00
H 0.88 -0.41 1.71
H 2.35 -0.02 1.30
H 1.90 -0.05 -0.88
H 0.54 -2.41 -0.34
H -0.02 -1.37 -1.84
H -2.41 1.94 0.22
H 1.02 2.80 -0.16

No. 8
17
Properties=species:S:1:pos:R:3 method="wB97M-V/def2-TZVPD" spin_multiplicity=1 energy_ev=-14976.1874 homo_energy_ev=-10.6141 homo_lumo_gap_ev=9.569 e_lumo_ev=-1.0452
C 0.56 -2.26 -0.56
O 0.02 -0.96 -0.93
C -0.75 -0.37 0.08
O -2.13 -0.68 -0.04
C -2.85 -0.26 1.02
O -2.44 0.39 1.94
H 0.99 -2.24 0.47
H -0.23 -3.02 -0.58
H 1.34 -2.54 -1.29
H -0.62 0.67 -0.13
H -0.50 -0.68 1.11
H -3.91 -0.61 0.88
N 2.56 0.98 1.34
C 2.45 1.08 0.18
C 2.15 1.23 -1.19
O 1.13 1.77 -1.62
H 2.98 0.95 -1.88

No. 9
21
Properties=species:S:1:pos:R:3 method="wB97M-V/def2-TZVPD" spin_multiplicity=1 energy_ev=-39198.9133 homo_energy_ev=-5.3071 homo_lumo_gap_ev=8.705 e_lumo_ev=3.3977 charge=-1
C 1.11 2.19 0.81
C -0.09 -2.14 -2.07
C 0.64 1.28 1.61
C -0.09 -0.94 -1.55
C 0.42 0.41 -1.84
N -0.59 1.32 -1.53
O 0.81 -2.53 1.93
O 1.50 0.55 -2.42
O -0.60 -0.74 3.28
O -2.09 -2.09 0.43
O -1.95 0.23 0.59
O 1.19 -0.01 1.54
P 0.26 -1.18 2.18
S -1.16 -1.00 0.44
H 0.72 3.21 1.00
H 1.88 1.87 0.13
H -0.70 -3.01 -1.58
H 0.39 -2.31 -3.02
H -0.02 1.67 2.36
H -1.44 1.04 -1.12
H -0.20 2.17 -1.16

No. 10
15
Properties=species:S:1:pos:R:3 method="wB97M-V/def2-TZVPD" spin_multiplicity=1 energy_ev=-19667.2613 homo_energy_ev=-9.3382 homo_lumo_gap_ev=9.131 e_lumo_ev=-0.2073
C 0.71 -0.98 1.29
C 0.70 0.51 0.90
C 0.20 0.66 -0.44
C -1.04 1.01 -1.01
C -0.81 0.75 -2.42
H -0.76 -2.48 2.86
H 0.99 -1.07 2.41
H 1.32 -1.63 0.61
H 1.70 0.85 1.16
H 0.02 1.06 1.52
H -1.86 1.40 -0.61
H -1.39 1.19 -3.28
N 0.38 0.33 -2.79
O 0.94 0.20 -1.44
S -1.10 -1.80 1.25

No. 11
15
Properties=species:S:1:pos:R:3 method="wB97M-V/def2-TZVPD" spin_multiplicity=1 energy_ev=-19665.8295 homo_energy_ev=-8.7986 homo_lumo_gap_ev=8.052 e_lumo_ev=-0.7469
C 0.47 -0.14 -0.54
C -1.04 -0.43 -0.94
C -0.47 0.39 1.14
C 0.74 -0.66 0.75
C 0.43 1.25 0.18
H 1.94 0.33 -1.71
H -0.88 -1.49 -1.55
H -1.45 0.13 -1.71
H -2.43 0.31 0.68
H -0.59 0.72 2.12
H 0.52 -1.69 1.03
H 1.67 -0.20 1.39
N -1.71 -0.49 0.52
O 1.09 -0.32 -1.83
S 1.72 2.29 0.46

No. 12
15
Properties=species:S:1:pos:R:3 method="wB97M-V/def2-TZVPD" spin_multiplicity=1 energy_ev=-19668.1389 homo_energy_ev=-8.9142 homo_lumo_gap_ev=8.187 e_lumo_ev=-0.7275
C -0.50 -1.14 1.97
C 0.65 -0.49 1.78
C 0.99 0.45 0.67
C -0.19 0.61 -0.29
C -0.19 -0.22 -1.54
S 0.95 -1.30 -1.87
N -1.28 1.27 -0.11
O -1.30 2.02 1.05
H -1.33 -1.12 1.28
H -0.51 -1.68 2.86
H 1.44 -0.68 2.53
H 1.29 1.40 1.11
H 1.87 0.11 0.18
H -1.03 -0.16 -2.18
H -2.12 2.62 0.92

Energy relative to the best compared isomer or geometry (same formula, charge and spin) for every record listed, in sequence, given in kJ/mol: 515.10, 319.83, 334.48, 245.75, 335.29, 61.05, 289.16, 192.45, 82.72, 418.89, 557.03, 334.21.